No. 1
The following is a quantum chemistry calculation of 9 unconnected molecules or ions with the total composition C32H66Br2F3N9O11, from OMol25.

Structure (ORCA input):
```
! RIJCOSX wB97M-V def2-TZVPD def2/J DEFGRID3
* xyz 0 1
H 7.653 4.528 -7.813
H -2.644 1.928 0.969
F -2.934 4.700 3.505
H 1.508 -1.844 3.998
N 3.737 1.416 -8.278
H 2.220 3.044 -0.060
H -4.375 -0.722 9.505
N -3.918 -4.376 -2.980
H 4.536 1.462 -6.364
H 9.636 1.971 -7.870
C 2.133 -1.339 3.257
N -0.073 1.568 2.180
H -6.924 -3.086 2.526
H -2.117 -5.733 2.500
C 4.947 4.687 -1.848
H -2.872 1.092 6.657
H -4.747 0.541 8.295
C -5.199 -4.883 -2.918
H -5.881 -4.276 1.711
C -1.113 0.688 3.963
C 1.535 3.665 2.698
H -3.691 -3.579 -1.072
C 4.499 0.240 -8.642
C 8.332 3.479 -5.401
C -3.266 1.046 2.989
H 2.027 -0.255 3.364
O -1.213 -0.486 4.640
H -2.829 -0.009 2.639
H 3.153 3.039 -9.440
N -2.764 -0.151 8.318
H 1.989 1.103 0.176
H 9.625 1.392 -6.184
H 4.961 -2.793 4.516
O -2.201 1.666 3.805
C -3.699 -7.071 4.322
H 3.805 -0.560 -8.915
H 5.049 3.703 -1.381
C 8.999 1.728 -7.015
N -3.588 -5.671 3.966
H 5.938 5.100 -2.057
C -4.674 -4.843 4.154
H -3.939 -7.149 5.387
H -4.480 -3.802 3.850
H 1.828 2.002 -8.862
H 8.305 0.928 -7.288
H 4.409 5.348 -1.162
C -2.689 0.038 6.885
F -5.250 3.533 0.608
C -4.986 -1.774 1.147
H -7.527 -3.960 1.086
C 3.832 1.990 -7.029
H 1.817 -1.627 2.250
C 2.848 2.004 -9.258
C -6.749 -2.163 -0.541
O -4.390 -1.972 2.198
C 0.935 2.435 1.762
H -5.688 -4.942 -3.904
H -2.408 -4.568 -4.394
H -4.657 -0.999 0.436
N 8.237 2.904 -6.651
H 2.559 3.384 3.196
H -3.051 -5.225 -1.291
C -3.428 4.588 2.083
C -2.338 -5.185 3.421
H -7.784 -1.866 -0.346
N -6.103 -2.460 0.720
H 5.136 0.483 -9.497
F -4.296 5.808 1.878
H -3.998 -4.130 -5.070
H 2.879 1.441 -10.195
C 1.476 2.179 0.208
H 7.379 2.930 -8.568
H -3.052 -2.914 -4.175
H -3.453 -0.581 6.406
H 0.750 4.039 3.497
C 4.788 4.953 -4.322
H 0.495 2.218 -0.465
O -5.772 -5.241 -1.897
H 2.412 3.985 -3.994
H -2.762 -7.597 4.117
H 3.363 -3.561 4.335
H -2.162 -3.828 -1.967
O -1.692 -0.816 10.259
H 9.036 2.951 -4.736
H -3.797 0.942 9.755
H -4.214 0.770 3.652
C 2.901 4.045 -3.008
H 1.770 4.573 1.961
O 3.219 2.981 -6.654
H 5.125 -0.096 -7.811
H -4.371 1.172 0.997
N 3.526 -1.696 3.435
C -3.153 -4.241 -1.758
C -3.999 0.174 9.002
H 5.495 -1.494 2.813
C -1.699 -0.632 9.049
N 4.182 4.551 -3.070
H -4.510 -7.523 3.744
H 3.574 -2.182 5.454
C 3.883 -2.613 4.497
O 2.328 3.687 -1.987
O 7.719 4.470 -5.027
C 7.348 3.493 -7.631
C -4.401 3.292 1.835
H -6.236 -1.353 -1.066
H 6.328 3.490 -7.235
C -3.624 1.867 1.616
Br -1.931 4.770 0.741
H -0.812 -0.846 8.429
Br -5.718 3.280 3.377
H 5.048 6.014 -4.265
H -1.543 -5.358 4.152
H -1.705 -0.246 6.501
H 5.692 4.359 -4.484
O 4.240 -0.376 1.673
O 0.223 1.042 3.382
C 4.470 -1.155 2.589
C -6.648 -3.510 1.556
O -5.758 -5.186 4.609
C -3.312 -3.974 -4.232
H 4.102 4.797 -5.159
H -2.395 -4.117 3.197
H -6.736 -3.061 -1.165
*
```

F_max   9.56 eV/A
HOMO energy   -8.519 eV
HOMO-LUMO gap   8.339 eV
LUMO energy   -0.2 eV

No. 2
The following is a quantum chemistry calculation of C4H11NS in the gas phase, from OMol25.

Structure (ORCA input):
```
! RIJCOSX wB97M-V def2-TZVPD def2/J DEFGRID3
* xyz 0 1
H -0.551 -1.809 1.335
H -2.293 1.011 -0.756
H -0.913 1.206 1.046
H 2.431 0.779 -0.163
S -2.626 0.048 0.107
C 0.355 -1.083 -0.466
C -1.224 0.178 1.213
C 0.731 0.263 -1.146
H 0.759 -0.641 1.601
H -0.543 -1.376 -1.013
H 1.662 2.053 -0.590
H 1.141 -1.809 -0.655
C -0.117 -0.869 0.995
N 1.476 1.120 -0.222
H -0.149 0.788 -1.514
H -1.525 0.033 2.250
H 1.384 0.109 -2.022
*
```

F_max   2.17 eV/A
HOMO energy   -8.897 eV
HOMO-LUMO gap   9.794 eV
LUMO energy   0.9 eV
Energy above the lowest of the compared OMol25 structures with the same formula, charge and spin   0.4857 eV

No. 3
The following is a quantum chemistry calculation of C24H29N3O7 in the gas phase, from OMol25.

Structure (ORCA input):
```
! RIJCOSX wB97M-V def2-TZVPD def2/J DEFGRID3
* xyz 0 1
C -3.015 -3.103 -0.472
H 3.806 4.922 -3.368
C -0.563 -0.720 -0.665
C 1.523 0.627 -0.934
H 1.626 5.848 -1.425
C 1.032 -2.885 2.692
C -2.704 -6.007 5.272
O -2.516 -5.310 4.042
C 3.211 5.712 -2.885
C 2.703 1.423 0.700
O -0.429 -4.730 4.686
C -1.327 -4.685 3.877
H -1.121 2.618 -3.345
H -1.764 -6.498 5.547
C -1.816 1.206 -1.259
C 0.265 0.141 -1.590
H 2.847 1.750 1.711
H 2.261 4.971 -5.183
H -3.344 -5.639 7.286
N -2.339 -3.990 1.729
H 3.870 6.368 -2.315
C 2.775 0.832 -1.434
H 0.854 3.122 -1.111
H 2.678 4.413 -1.252
H -2.368 -4.340 6.588
N -0.635 1.229 -1.919
H 1.258 6.444 -5.358
C -0.238 2.314 -2.779
C -1.826 -0.062 -0.408
H 0.552 -0.399 -2.504
C 2.172 5.060 -1.973
H 1.492 -2.916 0.205
O 2.602 6.517 -3.866
C -3.149 -5.068 6.383
H 4.578 1.631 -0.391
H -3.201 -4.482 1.902
C 3.545 1.352 -0.365
H 0.940 -2.957 3.773
H 3.108 0.637 -2.432
O 1.239 -2.139 -0.312
C 1.708 5.754 -4.642
H -2.479 -2.921 -1.400
H 0.021 5.880 -3.298
N 1.277 4.251 -2.783
O -2.698 2.029 -1.369
H -3.673 -2.249 -0.300
C -0.787 -2.700 0.831
C -1.285 -3.981 2.609
C -0.284 -3.193 2.065
H 0.534 1.954 -3.463
C 0.634 5.096 -3.776
H 1.366 -1.884 2.424
H -3.468 -6.758 5.059
H -4.055 -4.541 6.092
O -2.726 -0.393 0.336
C 0.323 3.506 -1.984
C -0.054 -1.829 -0.067
O 1.477 0.988 0.365
H -0.011 4.481 -4.406
H 1.792 -3.607 2.388
C -2.068 -3.225 0.658
H -3.619 -4.002 -0.567
H -0.507 4.133 -1.621
*
```

F_max   1.08 eV/A
HOMO energy   -8.529 eV
HOMO-LUMO gap   8.450 eV
LUMO energy   -0.1 eV
Energy above the lowest of the compared OMol25 structures with the same formula, charge and spin   0.0000 eV